*a*
A cluster of 3 separate species, C3H9O4 in total, computed with wB97M-V/def2-TZVPD.

Atoms and positions in Å:
1 O -0.9725 -2.0691 -0.6528
2 C -0.2842 -1.0496 -0.4420
3 O -0.1061 -0.4514 0.6554
4 C 0.3492 -0.4424 -1.7081
5 C 1.5875 0.4717 -1.5214
6 H 0.5852 -1.2253 -2.4200
7 H -0.4877 0.2619 -1.8703
8 H 1.2995 1.2913 -0.8668
9 H 2.3711 -0.0847 -0.9954
10 H 2.0256 0.6964 -2.4949
11 H -0.6792 1.2970 1.8982
12 H -0.4020 2.1530 0.6960
13 O -0.5505 2.1922 1.6326
14 H -1.5526 -0.2505 2.7225
15 H -1.4011 -1.6494 2.3183
16 O -1.7823 -1.1410 3.0487

The calculation puts the HOMO energy at -4.6 eV. As for the lowest unoccupied orbital energy: 3.903 eV. As for the total charge: -1. The multiplicity is 1.

=====

*b*
A cluster of 3 separate species, C3H9O4 in total, computed with wB97M-V/def2-TZVPD.

Atoms and positions in Å:
1 O 1.0759 2.1018 0.3834
2 C 0.5906 1.0969 0.0311
3 O 1.1137 -0.0279 0.0779
4 C -0.9612 0.9573 -0.4667
5 C -1.7885 0.1654 0.4795
6 H -1.3652 2.0247 -0.5236
7 H -1.0628 0.6914 -1.5165
8 H -1.4780 -0.8276 0.6725
9 H -2.1304 0.7989 1.4042
10 H -2.7823 0.0015 0.0078
11 H -0.3261 -3.2264 0.9199
12 H -0.2072 -1.6370 1.0119
13 O 0.0484 -2.4984 1.5049
14 H 2.6669 0.0468 -1.9622
15 H 3.0686 0.3404 -0.6087
16 O 3.5376 -0.0078 -1.4154

The calculation puts the HOMO energy at -4.5 eV. As for the lowest unoccupied orbital energy: 3.745 eV. As for the total charge: -1. The multiplicity is 1.

=====

Which structure above is the least stable one? *b* is the least stable one.